66
Properties=species:S:1:pos:R:3 method="wB97M-V/def2-TZVPD" orbital_gap_ev=5.4 e_homo_ev=-10.1 energy_ha=-5459.1857 de_lowest_kj_mol=68.3 charge=+1
Au -0.2373 0.1241 -0.1573
N -1.3832 5.5742 5.5592
C -1.2458 4.3458 4.9965
C -2.0535 3.9636 3.9132
C -1.9226 2.7137 3.3564
C -0.9775 1.8218 3.8569
C -0.1711 2.1830 4.9354
C -0.3057 3.4325 5.4994
S -0.8057 0.2596 3.1329
O -0.1038 -0.6113 4.0258
O -2.0695 -0.1368 2.5668
N 0.1500 0.4486 1.7828
C 1.4969 0.7706 1.8576
N 2.0918 0.6801 0.6576
C 3.3947 0.9403 0.6094
C 4.0954 1.2996 1.7460
C 3.3629 1.4018 2.9193
N 2.0609 1.1499 2.9926
H -2.0295 6.2451 5.1887
H -0.7980 5.8588 6.3218
H -2.7930 4.6502 3.5221
H -2.5707 2.4224 2.5458
H 0.5498 1.4791 5.3200
H 0.3128 3.7107 6.3421
H 3.8743 0.8645 -0.3585
H 5.1540 1.5029 1.7226
H 3.8407 1.7073 3.8429
S 1.7645 2.5721 -4.9145
C 2.1274 3.0168 -6.5195
C 1.5518 2.1766 -7.4232
C 0.8033 1.1489 -6.8008
C 0.8270 1.2279 -5.4342
C 0.1635 0.3378 -4.4793
C 0.2485 0.5948 -3.1013
N -0.3372 -0.1624 -2.1934
C -1.0269 -1.2653 -2.5817
C -1.1795 -1.5943 -3.9308
C -1.9335 -2.7709 -4.2685
C -2.4601 -3.5558 -3.3053
C -2.2769 -3.2516 -1.9121
C -2.7743 -4.0530 -0.8710
C -2.5460 -3.7047 0.4414
C -1.7908 -2.5334 0.6897
N -1.3322 -1.7639 -0.2689
C -1.5631 -2.1072 -1.5647
C -3.0336 -4.4763 1.5831
C -2.9344 -4.1545 2.9121
C -3.5224 -5.1302 3.7521
C -4.0553 -6.1676 3.0480
S -3.8503 -5.9730 1.3671
C -0.5733 -0.7619 -4.8773
H 2.7449 3.8765 -6.7117
H 1.6554 2.2853 -8.4900
H 0.2740 0.3897 -7.3544
H 0.7965 1.4499 -2.7321
H -2.0646 -3.0167 -5.3127
H -3.0248 -4.4396 -3.5680
H -3.3427 -4.9411 -1.1181
H -1.5884 -2.2004 1.6949
H -2.4753 -3.2536 3.2885
H -3.5498 -5.0608 4.8270
H -4.5594 -7.0382 3.4295
H -0.6784 -1.0002 -5.9264
Se -0.3583 2.5683 -0.4599
C -2.1731 2.6956 -0.1819
N -3.3067 2.7884 -0.0041

68
Properties=species:S:1:pos:R:3 method="wB97M-V/def2-TZVPD" orbital_gap_ev=5.6 e_homo_ev=-7.9 energy_ha=-5581.6405 de_lowest_kj_mol=452.0
Ga -0.4284 -0.0643 -0.1669
O -4.8229 -5.2305 0.1787
C -4.0749 -4.9143 1.1121
O -3.7747 -5.4692 2.1814
C -3.1896 -3.6668 0.8060
C -2.2904 -3.2134 1.7758
C -1.5344 -2.1072 1.4819
N -1.6278 -1.5354 0.2799
C -2.5770 -1.8284 -0.5940
C -3.3845 -2.9302 -0.3556
C -2.8088 -0.6688 -1.5966
C -3.7518 -0.0667 -3.9406
C -3.7472 1.4022 -3.6606
C -2.9422 2.0843 -2.8657
C -1.7670 1.5707 -2.0842
N -1.9754 0.4127 -1.2119
C -0.7870 -1.2329 2.4242
C -0.4074 -1.6179 3.6991
C 0.2307 -0.6970 4.5125
C 0.4584 0.5895 4.0432
C 0.0569 0.8994 2.7588
N -0.5413 0.0131 1.9606
H -2.2825 -3.7199 2.7322
H -4.2080 -3.2122 -0.9930
H -4.7463 -0.4387 -3.7154
H -4.5441 1.9304 -4.1712
H -3.1155 3.1511 -2.7813
H -1.5035 2.3806 -1.4023
H -0.6107 -2.6236 4.0386
H 0.5452 -0.9800 5.5085
H 0.9456 1.3362 4.6537
H 0.2261 1.8858 2.3447
S 1.7385 -0.7421 0.1153
C 2.2964 0.9263 0.3755
N 3.1719 1.2705 1.2768
N 3.5518 0.3720 2.1420
C 4.4268 0.6817 3.1981
C 4.6207 -0.2842 4.1780
C 5.4606 -0.0155 5.2466
C 6.1037 1.2101 5.3403
C 5.9077 2.1641 4.3494
C 5.0734 1.9094 3.2735
N 1.9481 1.9125 -0.5232
N 0.8998 1.6178 -1.1416
C 0.6789 2.0594 -2.4602
C 1.5470 2.6353 -3.2991
C 1.3666 2.4360 -4.7372
C 0.4243 1.6446 -5.2614
C -0.6918 1.0944 -4.4392
C -0.4983 1.2949 -2.9540
H 3.1090 -0.5441 2.1211
H 4.1217 -1.2437 4.0998
H 5.6110 -0.7684 6.0089
H 6.7555 1.4192 6.1773
H 6.4137 3.1185 4.4113
H 4.9169 2.6426 2.4952
H 2.4521 3.1001 -2.9315
H 2.1054 2.8758 -5.3950
H 0.3974 1.4441 -6.3248
H -1.6204 1.5435 -4.7914
H -0.1738 0.3097 -2.6279
Cl -3.3984 -2.6499 -3.4891
C -2.7897 -0.9910 -3.1641
Cl -4.6035 -0.2802 -1.1803
Cl -3.6241 -0.2811 -5.7279
C -1.3008 -1.0940 -3.6190
O -0.8259 -0.3629 -4.6603
O -0.5917 -1.8643 -3.0349

64
Properties=species:S:1:pos:R:3 method="wB97M-V/def2-TZVPD" orbital_gap_ev=7.4 e_homo_ev=-11.1 energy_ha=-3897.3174 charge=+1
Ga 0.0183 0.1286 -0.3381
C 4.0338 -1.3420 -0.7925
C 4.8080 -0.2830 -1.2737
C 4.2019 0.9360 -1.4396
C 2.8280 1.0992 -1.1603
N 2.0819 0.0440 -0.7364
C 2.7019 -1.1260 -0.5330
N 2.3538 2.3493 -1.2757
C 1.1155 2.6908 -1.2731
N 0.0158 1.8634 -1.2920
C -1.1113 2.6432 -1.2866
N -2.3365 2.2597 -1.2798
C -2.7997 1.0202 -1.0840
C -4.1548 0.8127 -1.4176
C -4.7574 -0.3864 -1.1468
C -4.0223 -1.3612 -0.4673
C -2.7060 -1.1077 -0.1715
N -2.0706 0.0217 -0.5202
C -0.7309 4.0472 -1.3261
C -1.5005 5.1940 -1.3334
C -0.8259 6.4070 -1.2886
C 0.5610 6.4559 -1.2396
C 1.3315 5.2980 -1.2535
C 0.6691 4.0849 -1.2978
H 4.4634 -2.3165 -0.6220
H 5.8585 -0.4202 -1.4861
H 4.7380 1.8069 -1.7796
H 2.0867 -1.9206 -0.1342
H -4.6671 1.6373 -1.8839
H -5.7821 -0.5622 -1.4293
H -4.4764 -2.2981 -0.1914
H -2.1230 -1.8334 0.3760
H -2.5774 5.1368 -1.3679
H -1.3837 7.3294 -1.2767
H 1.0510 7.4163 -1.1836
H 2.4063 5.3422 -1.2207
F 1.1060 -6.8966 -1.8371
C -0.1026 -6.4032 -2.1502
F -1.0028 -7.0998 -1.4470
F -0.3103 -6.6558 -3.4409
C -0.1665 -4.9276 -1.8229
C -0.1068 -4.5353 -0.4926
C -0.0805 -3.1812 -0.2134
N -0.1267 -2.2347 -1.1523
C -0.2191 -2.6184 -2.4196
C -0.2331 -3.9535 -2.8075
H -0.0724 -5.2719 0.2950
H -0.0098 -2.8428 0.8087
H -0.2758 -1.8319 -3.1595
H -0.2922 -4.2306 -3.8478
O -0.0131 1.2893 1.4177
C 0.1330 0.2225 2.0540
O 0.2131 -0.8656 1.3970
C 0.1886 0.1757 3.5145
C 0.9214 -0.8280 4.1440
C 0.9310 -0.8973 5.5226
C 0.1941 0.0077 6.2718
C -0.5221 1.0140 5.6415
C -0.5145 1.1144 4.2643
H 1.4980 -1.5136 3.5407
H 1.5129 -1.6598 6.0139
H 0.1903 -0.0623 7.3498
H -1.0853 1.7224 6.2265
H -1.0534 1.8981 3.7532

67
Properties=species:S:1:pos:R:3 method="wB97M-V/def2-TZVPD" orbital_gap_ev="4.6 / 4.5" e_homo_ev="-0.2 / -0.1" energy_ha=-5641.4188 de_lowest_kj_mol=210.6 charge=-2
Ti -1.2893 0.4044 0.4653
O -1.1279 -0.0460 -3.3889
C -1.1883 0.5193 -2.2768
O -1.7474 -0.0973 -1.2267
C -0.6030 1.7740 -1.8923
C -0.0269 2.8192 -2.6407
C 0.3258 3.9954 -1.9823
C 0.0699 4.1533 -0.6181
C -0.4332 3.0576 0.1009
N -0.6885 1.8801 -0.5286
C -0.7447 2.9011 1.5222
O -0.6559 3.7924 2.3766
O -1.1315 1.6578 1.7751
H 0.1442 2.6914 -3.6973
H 0.7909 4.8056 -2.5328
H 0.2860 5.0723 -0.0942
C 2.2689 -0.4839 2.1040
C 2.6486 -1.0163 0.8809
C 2.7220 -0.2005 -0.2374
C 2.4635 1.1572 -0.1280
C 2.1139 1.6958 1.1019
C 1.9934 0.8699 2.2113
H 2.1632 -1.1294 2.9654
H 2.8336 -2.0789 0.7876
H 2.9945 -0.6262 -1.1978
H 2.5301 1.7966 -0.9983
H 1.9266 2.7551 1.2033
H 1.6726 1.2926 3.1537
F 1.2141 -2.1462 -8.0530
C 0.9737 -2.2609 -6.7065
C -0.2476 -2.7367 -6.2741
C -0.4878 -2.8124 -4.9132
C 0.4696 -2.4540 -3.9755
C 1.6821 -1.9829 -4.4577
C 1.9560 -1.8905 -5.8115
Sb 0.0577 -2.1657 -1.8095
C -1.7550 -3.3630 -2.0189
C -2.9754 -2.9362 -1.5246
C -4.0956 -3.7481 -1.6190
C -3.9793 -4.9709 -2.2489
F -5.0848 -5.7691 -2.3722
C -2.7839 -5.4146 -2.7796
C -1.6688 -4.6068 -2.6396
C 1.1659 -4.0303 -1.3131
C 2.4815 -4.1706 -1.7279
C 3.2258 -5.2977 -1.4218
C 2.6292 -6.2821 -0.6632
F 3.3452 -7.4103 -0.3619
C 1.3350 -6.1656 -0.2010
C 0.6102 -5.0290 -0.5244
H -1.0045 -3.0103 -6.9953
H -1.4595 -3.1400 -4.5785
H 2.4336 -1.6501 -3.7548
H 2.8992 -1.5080 -6.1755
H -3.0579 -1.9673 -1.0512
H -5.0425 -3.4458 -1.1983
H -2.7263 -6.3679 -3.2858
H -0.7134 -4.9360 -3.0267
H 2.9286 -3.3884 -2.3229
H 4.2468 -5.4132 -1.7518
H 0.9180 -6.9531 0.4081
H -0.3932 -4.9039 -0.1467
O -1.0598 -1.9949 3.1751
Se -1.3603 -1.8400 1.6312
O -2.6022 -0.7922 1.3772
O -0.1207 -1.0318 0.8462
O -1.6044 -3.2549 0.9677